Record 1
A 3-piece molecular cluster, C22H52BN3OS2 overall, computed with wB97M-V/def2-TZVPD.

Geometry (Å):
1 H -1.04605 -1.80783 0.52577
2 H 1.96693 6.85360 -2.85121
3 H -5.92912 -5.07027 -3.74606
4 H -3.79594 -1.43514 1.07717
5 H 0.79637 2.17679 -1.45244
6 H -5.13249 -1.73294 -2.33728
7 C 1.76679 2.66816 -1.35601
8 H -7.65880 -1.79994 -2.98522
9 H 3.73008 6.27350 -1.26753
10 C -8.27108 -2.81936 0.32579
11 H 4.54178 5.25934 0.63090
12 H -1.70903 -0.29310 -0.05600
13 C 3.64096 -2.07389 -0.75099
14 C 2.25296 0.69119 2.40122
15 N -6.10613 -3.01493 -1.03392
16 C -6.75994 -3.06695 0.26241
17 H 5.05698 -2.05768 3.05693
18 H 6.28296 -3.29770 2.63396
19 H -5.69233 -3.33002 -3.81634
20 C -1.84708 -0.53976 2.06871
21 N 2.74734 4.77352 -0.26812
22 H 5.84358 3.29661 0.18015
23 N 4.11831 -1.66383 0.57394
24 C 5.30899 -2.88031 2.39178
25 H 3.28810 -3.10488 -0.70907
26 O 6.09191 -2.79257 0.14603
27 H 0.95716 5.51220 -2.33236
28 C -5.95648 -1.69135 -1.62112
29 H 3.56926 0.26988 0.12366
30 H 2.38276 1.39285 1.56414
31 H 5.11877 3.71512 -1.36561
32 H 3.68540 3.91519 1.35212
33 C 4.73875 0.38793 1.93036
34 C 4.89336 3.38294 -0.35165
35 H -4.59144 -4.32635 -2.85590
36 H 1.61675 3.34542 0.69053
37 H -5.62128 -1.02228 -0.82385
38 H 1.67346 1.27596 3.13310
39 H 0.73618 4.31810 -0.45373
40 C 1.71740 6.21981 -1.99953
41 H 5.66309 -0.03628 2.33231
42 H -6.25335 -2.34778 0.91314
43 C 3.97197 4.35617 0.39189
44 H 2.49799 1.90383 -1.09179
45 H 0.83861 -0.50732 -0.14082
46 H -7.57350 -3.94398 -2.28505
47 H 5.28516 -0.02364 -0.10434
48 C -7.17489 -1.07951 -2.32348
49 H -1.63027 -1.34821 2.76286
50 H -6.55227 -4.05440 0.68610
51 H -6.85953 -0.23312 -2.93632
52 H 2.03511 3.05923 -2.33894
53 H -8.80900 -3.41594 -0.41253
54 H 2.80268 -1.43677 -1.03267
55 H 4.94116 1.44745 1.74573
56 H 4.53791 -3.64130 2.53667
57 H 4.41288 -2.00100 -1.52248
58 H -1.53379 0.39486 2.54250
59 C -6.53274 -4.06439 -1.94371
60 H -8.64583 -3.09952 1.31189
61 C 4.43646 -0.22391 0.56751
62 C 2.96961 5.52080 -1.49427
63 H 3.38415 4.90328 -2.30753
64 C -5.63123 -4.19947 -3.16080
65 B 1.27892 -0.42558 1.90343
66 H 1.92343 -2.68783 1.71465
67 C 5.27040 -2.45395 0.95447
68 S -3.65146 -0.39037 1.90539
69 H 3.88532 0.98255 3.79126
70 H 4.45917 2.38557 -0.40832
71 H 0.21839 0.96504 0.56627
72 C 0.28690 -0.11676 0.73402
73 C 3.61893 0.30449 2.97758
74 S 1.26001 -2.11246 2.72749
75 H -8.52311 -1.77189 0.16520
76 H 1.28466 6.84499 -1.21741
77 C 1.67902 3.78645 -0.30877
78 C -1.11329 -0.73944 0.74241
79 H -6.50629 -4.99943 -1.37692
80 H 3.56491 -0.69091 3.41858
81 H -7.92245 -0.71654 -1.62000

Multiplicity ... 1
Orbital gap ... 8.557 eV
DFT total energy ... -52522.09106 eV

***

Record 2
C5H10O3Tb as an isolated structure in a non-equilibrium geometry, computed with wB97M-V/def2-TZVPD.

Geometry (Å):
1 Tb 0.02664 1.47606 -0.62143
2 H -3.31412 1.46350 -1.00500
3 H -0.80794 -0.18967 1.56891
4 H 2.51632 -1.45574 -0.00543
5 C 2.46511 0.69686 0.45423
6 C -3.09558 0.78614 -0.16860
7 O -1.71682 0.50540 -0.16475
8 O 0.77503 -0.55925 -0.68864
9 C 2.16935 -0.50866 -0.44712
10 O 1.75942 1.82796 0.04746
11 H 0.19194 -2.17005 0.51103
12 H -3.39152 1.25985 0.77929
13 H -3.65834 -0.14903 -0.30200
14 H 2.21657 0.41924 1.49999
15 H 2.63509 -0.35459 -1.43328
16 C -1.28615 -0.64525 0.68008
17 C -0.30388 -1.41274 -0.11227
18 H 3.55945 0.86365 0.42803
19 H -0.74059 -1.85367 -1.02050

Multiplicity ... 7
Orbital gap (spin up / spin down) ... 6.050 / 7.097 eV
DFT total energy ... -33914.50503 eV
Energy relative to the best compared isomer or geometry (same formula, charge and spin) ... 0.977 eV
Net charge ... +1

***

Record 3
One molecule with the formula C5H10N in a non-equilibrium geometry, computed with wB97M-V/def2-TZVPD.

Geometry (Å):
1 C -0.66374 0.75654 0.23251
2 H 0.81292 0.49205 -1.54201
3 C -0.40349 -0.71263 0.24719
4 C 0.35229 1.82580 0.77887
5 H -0.09205 2.68470 0.50083
6 H 0.16110 -2.19354 -1.29707
7 H 1.30499 1.73415 0.19888
8 H -1.27170 -1.21576 2.03390
9 H 1.36724 -0.96289 -2.76765
10 H -0.08370 -2.45726 1.37486
11 N 0.31036 -1.30047 -0.91829
12 H -0.83028 0.88307 -0.85384
13 C 0.91172 -0.56004 -1.85451
14 C -0.74239 -1.56686 1.24883
15 H -1.63270 0.85659 0.76148
16 H 0.49942 1.73654 1.85604

Multiplicity ... 2
Orbital gap (spin up / spin down) ... 6.961 / 9.798 eV
DFT total energy ... -6833.80469 eV
Energy relative to the best compared isomer or geometry (same formula, charge and spin) ... 0.921 eV

***

Record 4
One molecule with the formula C3H3NO in a non-equilibrium geometry, computed with wB97M-V/def2-TZVPD.

Geometry (Å):
1 N 2.39411 -2.67856 -0.89980
2 H 0.15264 -0.74671 0.72268
3 O -0.29349 -0.89413 -2.45789
4 C 1.51667 -1.95301 -1.03363
5 C 0.00903 -0.08653 -0.16594
6 H 0.79689 0.72646 -0.06587
7 C 0.21775 -0.82845 -1.38146
8 H -1.02425 0.52321 -0.08669

Multiplicity ... 1
Orbital gap ... 11.494 eV
DFT total energy ... -6695.42299 eV
Energy relative to the best compared isomer or geometry (same formula, charge and spin) ... 1.069 eV

***

Record 5
C33H44Cl2N4O8SSiTb as an isolated structure in a non-equilibrium geometry, computed with wB97M-V/def2-TZVPD.

Geometry (Å):
1 O 1.33171 2.25197 -0.77701
2 C -1.14619 4.09382 -2.40996
3 Tb 0.99026 -0.00540 -0.02203
4 H -0.31835 4.57905 -1.91211
5 Cl 1.23861 -0.65887 -2.96893
6 C -0.45961 -4.21013 -0.27101
7 H -1.96567 -2.71159 0.14103
8 C 3.71414 -3.34292 -4.57377
9 H 1.77395 2.21801 1.69928
10 H -0.02769 4.10744 1.19514
11 H 3.85897 -3.72748 -5.58274
12 H 1.98496 -6.27213 0.24818
13 C -3.51937 3.26506 -2.34514
14 H -0.92257 -4.10218 2.53141
15 O -2.08658 3.20352 -0.35371
16 C 1.46073 -5.54697 -1.70545
17 H -1.05610 -3.28590 -2.21635
18 O -0.45629 -1.15121 1.55524
19 H 6.15688 -0.83593 0.03591
20 H 0.17287 -3.00573 4.16054
21 C -3.74263 -0.57351 1.98980
22 O 2.34114 -1.07721 1.39417
23 C 2.43140 2.90118 -0.95558
24 N -1.08674 -3.30279 1.93669
25 H 2.00977 -2.14742 -5.11065
26 H -1.39119 4.58614 -3.34864
27 C -4.39980 0.62226 1.31214
28 C 3.36160 -1.41376 0.53193
29 H 1.03925 -1.56335 3.56737
30 C 5.49045 0.01571 -0.03948
31 H -1.61701 3.98835 1.97608
32 H -3.15695 5.97946 -1.81616
33 H -2.04569 5.77744 -0.43981
34 C -1.24237 1.80736 3.45927
35 H -4.49703 -1.33573 2.27778
36 O -3.44002 1.61932 1.04556
37 N 2.67739 -1.82296 -0.73131
38 H -3.02875 -0.99145 1.28222
39 H -3.26308 -0.22241 2.92587
40 C 2.73336 -2.40232 -4.36755
41 H -0.76395 3.06886 -2.65377
42 O 4.21895 -2.34635 1.06548
43 C -5.09995 0.21877 0.00377
44 C 5.88743 1.27022 -0.49755
45 C -1.53002 -3.60698 0.58527
46 H -0.58793 -1.41093 4.33860
47 C 4.39235 -3.04512 -2.27220
48 C 2.53850 -1.86988 -3.10075
49 H -0.97615 2.38866 4.34012
50 O 2.57408 4.07495 -1.27301
51 C -2.42371 3.95802 -1.51481
52 H -1.09176 0.71451 3.58350
53 H -3.77643 5.26127 -0.43477
54 C -0.48457 -2.13159 2.28312
55 H 5.25735 3.27471 -1.04147
56 H 2.29742 -6.01669 -2.27684
57 H 1.51070 2.34351 3.41485
58 H 5.52066 -4.05301 -3.72897
59 H 6.93549 1.48555 -0.67183
60 C -2.86214 5.31953 -0.98099
61 H -4.37480 -0.33600 -0.62784
62 N 3.27799 0.81281 -0.11421
63 C 4.60437 -3.52799 -3.53021
64 H 1.25141 0.80130 2.72871
65 C 4.99908 2.30165 -0.69124
66 H -0.22682 4.35577 2.95304
67 C -0.55595 3.77527 2.09889
68 N 0.35018 -5.00609 0.37166
69 C -0.35151 2.26565 2.27525
70 C -0.40961 -4.00831 -1.68743
71 C 4.14215 -0.15105 0.16398
72 C -5.41875 1.19122 2.32431
73 H -3.95307 3.89500 -3.10043
74 H -2.28073 1.97621 3.23722
75 H -4.88377 1.57419 3.21131
76 S -1.73393 0.12770 -1.28706
77 H -5.94751 2.03416 1.92361
78 C 0.05175 -2.01395 3.71645
79 H -6.10783 0.39640 2.59260
80 Cl 5.77813 -3.24546 -1.21300
81 H -3.16780 2.36304 -2.83914
82 H 3.75271 -3.15434 1.23360
83 O -0.75278 1.54935 1.12441
84 C 0.58398 -4.67555 -2.37721
85 H -4.32789 2.91027 -1.70896
86 C 1.14878 1.88409 2.51582
87 Si -2.06676 1.65641 0.11305
88 C 1.27177 -5.63219 -0.34271
89 H -2.35172 -4.31813 0.70672
90 H 0.82203 -4.46732 -3.40397
91 C 3.62541 1.98750 -0.60734
92 H -5.98611 -0.43774 0.16367
93 C 3.24246 -2.18807 -1.91344
94 H -5.43891 1.09947 -0.49604

Multiplicity ... 7
Orbital gap (spin up / spin down) ... 7.056 / 7.067 eV
DFT total energy ... -123478.74190 eV
Energy relative to the best compared isomer or geometry (same formula, charge and spin) ... 0.873 eV
Net charge ... -1

***

DFT total energy of number 3 (C5H10N)? -6833.80469 eV